1.
C33H48F17N4O8P | ωB97M-V with the def2-TZVPD basis set

```
! RIJCOSX wB97M-V def2-TZVPD def2/J DEFGRID3
* xyz 0 1
O -2.782 4.684 -2.743
P -2.508 3.200 -2.543
O -2.230 2.545 -4.107
C -0.881 1.988 -4.209
C -0.561 1.444 -5.693
C -0.875 -0.114 -5.882
O -0.102 -0.620 -6.998
O -1.130 2.869 -1.625
C -1.164 3.502 -0.323
C -1.095 2.496 0.912
C 0.169 1.546 0.951
F 0.321 0.799 -0.257
F -0.109 0.551 1.940
C 1.574 2.253 1.197
F 1.849 3.059 0.082
F 2.547 1.204 1.158
C 1.763 2.963 2.611
F 2.791 2.324 3.351
F 0.619 2.841 3.452
C 2.006 4.564 2.519
F 1.978 4.980 3.881
F 0.854 5.096 1.935
C 3.398 4.997 1.904
F 4.167 5.536 2.974
F 4.181 3.891 1.462
C 3.408 6.038 0.703
F 4.642 5.808 0.019
F 2.427 5.858 -0.277
C 3.438 7.586 1.079
F 3.401 8.276 -0.167
F 4.659 8.008 1.660
C 2.194 8.144 1.900
F 2.188 7.802 3.252
F 0.954 7.907 1.270
F 2.325 9.557 1.880
O -3.797 2.378 -1.763
C -3.939 1.047 -2.340
O -4.514 0.169 -1.353
C -3.520 -0.206 -0.371
O -3.524 -1.612 -0.084
C -3.032 -2.374 -1.215
C -1.901 -3.420 -0.770
O -0.821 -2.757 -0.049
H -0.810 1.123 -3.463
H -0.100 2.799 -4.000
H 0.567 1.564 -5.882
H -1.084 2.035 -6.509
H -0.613 -0.711 -4.936
H -2.005 -0.273 -6.027
H 0.286 0.120 -7.508
H -0.371 4.319 -0.219
H -2.171 4.058 -0.251
H -1.277 3.104 1.853
H -2.010 1.804 0.811
H -2.949 0.574 -2.653
H -4.616 1.163 -3.258
H -3.787 0.357 0.595
H -2.455 0.099 -0.640
H -3.885 -2.950 -1.707
H -2.533 -1.681 -1.988
H -1.494 -3.881 -1.737
H -2.374 -4.273 -0.169
H -0.183 -2.464 -0.732
C -1.302 -3.775 4.172
C -1.650 -5.243 4.399
C -1.580 -6.076 3.119
C -2.554 -5.545 2.111
N -3.318 -5.128 1.324
H -2.009 -3.293 3.491
H -1.337 -3.226 5.117
H -0.296 -3.671 3.754
H -2.655 -5.307 4.828
H -0.960 -5.662 5.133
H -1.823 -7.119 3.334
H -0.573 -6.044 2.694
C 3.652 -4.784 5.818
C 2.412 -4.322 6.576
C 1.577 -5.485 7.118
C 1.103 -6.344 5.985
N 0.732 -7.014 5.096
H 3.388 -5.369 4.934
H 4.230 -3.923 5.476
H 4.296 -5.395 6.456
H 1.799 -3.704 5.912
H 2.721 -3.687 7.411
H 0.710 -5.104 7.663
H 2.168 -6.095 7.806
C 7.499 1.210 -1.093
C 6.271 1.662 -0.311
C 5.434 0.492 0.212
C 4.942 -0.337 -0.935
N 4.557 -0.985 -1.835
H 7.223 0.647 -1.988
H 8.080 2.076 -1.422
H 8.147 0.580 -0.476
H 5.655 2.299 -0.955
H 6.593 2.276 0.535
H 4.578 0.866 0.774
H 6.029 -0.137 0.880
C -6.516 -1.610 -5.023
C -5.594 -2.329 -6.004
C -5.502 -3.834 -5.741
C -4.957 -4.079 -4.367
N -4.529 -4.267 -3.291
H -6.151 -1.688 -3.996
H -6.573 -0.546 -5.266
H -7.528 -2.023 -5.062
H -4.597 -1.881 -5.947
H -5.962 -2.167 -7.021
H -4.844 -4.304 -6.474
H -6.488 -4.299 -5.822
*
```

Calculated values
orbital gap	9.129	eV
LUMO level	-0.006	hartree
SMILES string	O=[P@@](OCCCO)(OCCC(F)(F)C(F)(F)C(F)(F)C(F)(F)C(F)(F)C(F)(F)C(F)(F)C(F)(F)F)OCOCOCCO.CCCC#N.CCCC#N.CCCC#N.CCCC#N

---

2.
C33H48O4SSi | ωB97M-V with the def2-TZVPD basis set

```
! RIJCOSX wB97M-V def2-TZVPD def2/J DEFGRID3
* xyz 0 1
C 0.562 -2.360 -2.811
C 0.989 -1.594 -1.952
C 1.513 -0.465 -0.966
C 0.511 0.759 -1.123
C 0.902 1.760 -2.346
C 2.324 2.447 -2.145
C 2.347 3.955 -1.667
C 3.237 4.240 -0.378
C 4.484 3.504 -0.017
C 5.249 3.814 1.237
C 4.750 4.889 2.151
C 3.525 5.664 1.778
C 2.758 5.364 0.532
C -0.299 2.723 -2.738
C -0.925 2.203 -4.138
C -1.537 0.744 -4.047
C -3.017 0.659 -3.467
C -3.093 -0.705 -2.611
C -4.045 -0.615 -1.338
C -3.234 -0.825 0.034
C -2.530 -2.245 0.141
C -3.368 -3.337 0.961
Si -2.123 -4.640 1.661
C -3.016 -6.123 2.466
C -1.018 -5.262 0.211
C -0.998 -3.667 2.893
C 0.398 -3.305 2.471
C 1.258 -2.531 3.459
C 0.668 -2.176 4.798
C -0.729 -2.544 5.189
C -1.608 -3.314 4.225
O -1.423 2.743 -1.818
S -1.003 2.894 -0.239
O -0.564 4.234 0.181
O -2.234 2.590 0.536
C 0.203 1.539 0.246
O 1.359 2.037 0.900
C 1.870 1.129 1.894
C 3.417 0.735 1.659
H 0.488 -3.177 -3.576
H 1.399 -0.886 0.074
H 2.573 -0.264 -1.285
H -0.494 0.313 -1.441
H 1.033 1.044 -3.229
H 2.941 1.837 -1.420
H 2.868 2.389 -3.148
H 1.350 4.441 -1.475
H 2.840 4.568 -2.498
H 4.824 2.680 -0.711
H 6.165 3.176 1.441
H 5.314 5.087 3.106
H 3.138 6.498 2.436
H 1.826 5.931 0.217
H -0.014 3.799 -2.943
H -0.120 2.310 -4.928
H -1.739 2.960 -4.394
H -0.812 0.033 -3.529
H -1.591 0.356 -5.123
H -3.745 0.513 -4.328
H -3.356 1.564 -2.887
H -2.081 -1.053 -2.248
H -3.465 -1.518 -3.323
H -4.805 -1.459 -1.408
H -4.603 0.366 -1.295
H -3.886 -0.585 0.928
H -2.395 -0.046 0.037
H -2.285 -2.647 -0.892
H -1.529 -2.092 0.673
H -3.796 -2.795 1.871
H -4.179 -3.823 0.338
H -3.830 -5.798 3.198
H -2.322 -6.790 3.078
H -3.476 -6.801 1.673
H -0.437 -4.387 -0.223
H -1.658 -5.746 -0.603
H -0.271 -6.040 0.587
H 0.790 -3.597 1.449
H 2.308 -2.216 3.166
H 1.310 -1.576 5.507
H -1.196 -2.286 6.182
H -2.674 -3.595 4.474
H -0.372 0.794 0.894
H 1.317 0.148 1.982
H 1.823 1.619 2.918
H 4.119 1.331 2.307
H 3.614 0.847 0.551
H 3.569 -0.374 1.889
*
```

Calculated values
orbital gap	9.131	eV
LUMO level	0.020	hartree
SMILES string	C#CC[C@@H]1[C@H](CCc2ccccc2)[C@@H](CCCCCCCC[Si](C)(C)c2ccccc2)OS(=O)(=O)[C@@H]1OCC

---

3.
C33H49AsFN7O3RuSSi2 | ωB97M-V with the def2-TZVPD basis set

```
! RIJCOSX wB97M-V def2-TZVPD def2/J DEFGRID3
* xyz 2 5
Ru 2.313 1.028 -0.029
C -0.176 5.006 -3.634
C -0.649 5.257 -2.213
N -0.529 4.126 -1.274
C 0.476 3.244 -1.138
S 0.499 2.407 0.432
N 1.347 3.071 -2.092
N 2.319 2.160 -1.774
C 3.321 2.026 -2.574
C 3.444 2.751 -3.868
C 4.400 1.137 -2.090
C 5.482 0.786 -2.867
C 6.479 -0.009 -2.316
C 6.359 -0.436 -1.009
C 5.234 -0.066 -0.292
N 4.288 0.714 -0.813
H -0.499 5.845 -4.250
H -0.610 4.092 -4.041
H 0.906 4.932 -3.694
H -1.711 5.497 -2.234
H -0.131 6.119 -1.789
H -1.090 4.217 -0.444
H 2.515 3.256 -4.102
H 3.688 2.053 -4.671
H 4.249 3.488 -3.813
H 5.542 1.122 -3.893
H 7.338 -0.294 -2.910
H 7.112 -1.057 -0.544
H 5.067 -0.416 0.714
F -4.511 0.124 -1.237
C -3.665 -0.911 -1.026
C -2.330 -0.655 -0.973
C -1.407 -1.686 -0.805
C 0.018 -1.356 -0.732
O 0.408 -0.201 -0.971
C 0.871 -2.450 -0.407
C 0.365 -3.705 -0.384
N -0.939 -4.037 -0.569
C -1.189 -5.472 -0.714
C -2.286 -6.111 -1.501
C -2.253 -6.239 0.007
C -1.869 -3.006 -0.701
C -3.254 -3.227 -0.691
C -4.175 -2.209 -0.871
N -5.559 -2.500 -0.838
C -6.557 -1.430 -0.897
C -7.945 -2.043 -0.679
N -7.790 -3.251 0.204
C -7.075 -4.361 -0.535
C -6.053 -3.717 -1.470
C 2.339 -2.273 -0.148
O 3.096 -3.201 -0.375
O 2.677 -1.130 0.356
H -1.967 0.361 -1.079
H 1.054 -4.528 -0.240
H -0.242 -5.979 -0.804
H -2.002 -6.974 -2.088
H -3.034 -5.501 -1.981
H -1.971 -7.191 0.437
H -2.970 -5.693 0.605
H -3.625 -4.214 -0.487
H -6.568 -0.894 -1.849
H -6.351 -0.707 -0.112
H -8.406 -2.390 -1.599
H -8.618 -1.335 -0.203
H -8.691 -3.575 0.553
H -7.225 -2.985 1.010
H -7.818 -4.941 -1.078
H -6.603 -4.991 0.214
H -6.507 -3.491 -2.441
H -5.259 -4.428 -1.661
C 0.130 -0.363 3.271
Si 1.263 0.924 3.976
C 2.137 0.388 5.511
C 0.416 2.555 4.189
As 2.921 1.145 2.269
Si 3.908 3.329 2.487
C 4.364 3.479 4.284
C 2.761 4.676 1.937
C 5.426 3.314 1.416
H -0.720 -0.541 3.937
H 0.667 -1.304 3.126
H -0.251 -0.035 2.299
H 1.415 0.260 6.323
H 2.869 1.136 5.824
H 2.657 -0.560 5.359
H -0.358 2.438 4.955
H -0.057 2.882 3.261
H 1.107 3.333 4.523
H 3.480 3.602 4.917
H 5.011 4.349 4.438
H 4.905 2.591 4.620
H 1.765 4.580 2.373
H 2.658 4.671 0.849
H 3.187 5.637 2.243
H 6.074 2.464 1.645
H 6.000 4.230 1.586
H 5.165 3.271 0.356
*
```

Calculated values
orbital gap (spin up / spin down)	7.094 / 6.388	eV
LUMO level (spin up / spin down)	-0.169 / -0.217	hartree
relative energy (zero: lowest compared OMol25 entry of this formula, charge and spin)	48.6	kJ/mol

---

4.
C33H49BrCl3CrO4Se2Si | ωB97M-V with the def2-TZVPD basis set

```
! RIJCOSX wB97M-V def2-TZVPD def2/J DEFGRID3
* xyz -2 4
Cr -0.929 -1.020 0.088
C 4.517 -2.554 -5.273
C 4.177 -3.217 -3.931
C 3.948 -4.716 -4.157
C 5.381 -3.054 -3.002
C 2.917 -2.592 -3.348
C 2.872 -1.972 -2.111
C 1.678 -1.476 -1.619
Se 1.627 -0.495 0.024
C 1.772 -1.751 1.468
C 2.927 -2.458 1.724
C 3.031 -3.266 2.851
C 1.958 -3.244 3.742
C 0.782 -2.537 3.526
C 0.642 -1.804 2.318
O -0.470 -1.195 2.020
C -0.362 -2.541 4.541
C -0.008 -3.335 5.801
C -1.625 -3.167 3.936
C -0.665 -1.097 4.971
C 4.292 -4.094 3.079
C 4.159 -5.023 4.286
C 4.569 -4.965 1.847
C 5.489 -3.162 3.316
C 0.456 -1.530 -2.335
O -0.634 -1.006 -1.855
C 0.503 -2.155 -3.616
C 1.718 -2.648 -4.059
C -0.698 -2.323 -4.558
C -0.861 -3.812 -4.909
C -2.042 -1.845 -4.000
C -0.425 -1.531 -5.846
H 5.428 -2.988 -5.696
H 3.713 -2.686 -5.997
H 4.672 -1.482 -5.141
H 4.838 -5.181 -4.591
H 3.718 -5.218 -3.216
H 3.109 -4.890 -4.831
H 6.264 -3.508 -3.461
H 5.601 -2.002 -2.812
H 5.215 -3.544 -2.041
H 3.760 -1.869 -1.501
H 3.749 -2.382 1.020
H 2.032 -3.832 4.645
H 0.182 -4.388 5.581
H 0.868 -2.926 6.310
H -0.851 -3.287 6.494
H -1.442 -4.205 3.652
H -2.430 -3.155 4.677
H -1.957 -2.627 3.052
H 0.216 -0.645 5.437
H -0.958 -0.495 4.115
H -1.478 -1.091 5.702
H 3.299 -5.684 4.180
H 5.057 -5.640 4.374
H 4.046 -4.465 5.217
H 3.729 -5.631 1.650
H 4.720 -4.360 0.953
H 5.469 -5.568 2.001
H 5.311 -2.525 4.184
H 6.405 -3.736 3.485
H 5.647 -2.512 2.455
H 1.732 -3.130 -5.032
H -1.045 -4.389 -4.005
H -1.713 -3.936 -5.584
H 0.021 -4.218 -5.407
H -2.305 -2.367 -3.082
H -2.038 -0.779 -3.782
H -2.806 -2.045 -4.759
H 0.501 -1.842 -6.332
H -1.247 -1.681 -6.551
H -0.350 -0.464 -5.630
C -5.080 1.121 0.648
Si -4.775 -0.398 -0.423
C -6.409 -1.351 -0.465
C -4.414 0.187 -2.171
Se -3.264 -1.808 0.402
H -5.954 1.679 0.298
H -4.207 1.769 0.618
H -5.244 0.830 1.686
H -7.197 -0.768 -0.947
H -6.730 -1.591 0.549
H -6.284 -2.287 -1.008
H -5.265 0.736 -2.584
H -4.188 -0.654 -2.825
H -3.543 0.841 -2.160
Br -1.472 1.385 0.171
Cl -0.430 -6.727 -0.993
C 0.230 -5.229 -0.304
Cl 1.855 -4.968 -0.991
Cl 0.372 -5.424 1.450
C -0.656 -3.967 -0.691
O -1.457 -4.101 -1.588
O -0.342 -2.983 0.023
*
```

Calculated values
orbital gap (spin up / spin down)	6.120 / 6.227	eV
LUMO level (spin up / spin down)	0.149 / 0.149	hartree
relative energy (zero: lowest compared OMol25 entry of this formula, charge and spin)	0.7	kJ/mol

---

5.
C33H50AsGeN9O5SY | ωB97M-V with the def2-TZVPD basis set

```
! RIJCOSX wB97M-V def2-TZVPD def2/J DEFGRID3
* xyz 4 2
Y 0.225 0.394 0.019
C -0.213 1.749 4.097
As -0.581 2.844 2.533
C 0.982 3.940 2.173
C -2.078 4.039 2.845
O -0.995 1.851 1.233
H 0.020 2.399 4.941
H 0.646 1.099 3.901
H -1.093 1.152 4.340
H 1.223 4.497 3.079
H 0.767 4.645 1.368
H 1.832 3.312 1.896
H -1.839 4.702 3.677
H -2.979 3.472 3.085
H -2.245 4.641 1.948
N 6.072 2.110 0.982
C 5.624 1.465 2.061
N 6.406 1.361 3.124
N 4.411 0.935 2.135
C 3.337 0.886 1.520
N 2.225 0.781 1.141
H 7.004 2.500 0.967
H 5.552 2.121 0.119
H 7.341 1.740 3.119
H 6.108 0.871 3.953
C -3.304 -5.798 7.061
C -3.154 -5.029 5.779
S -2.828 -6.271 4.428
O -1.528 -6.816 4.647
O -3.983 -7.085 4.306
C -2.691 -5.248 2.871
C -1.235 -4.851 2.692
N -1.012 -3.922 1.595
C -0.815 -2.597 1.712
N -0.533 -2.035 0.532
C -0.566 -3.046 -0.385
C -0.873 -4.217 0.258
N -1.060 -5.514 -0.345
O -0.742 -5.593 -1.500
O -1.538 -6.368 0.357
C -0.929 -1.820 2.969
H -3.452 -5.102 7.893
H -2.411 -6.384 7.272
H -4.169 -6.457 7.022
H -2.291 -4.366 5.786
H -4.067 -4.515 5.490
H -3.368 -4.402 2.953
H -3.023 -5.930 2.089
H -0.647 -5.759 2.522
H -0.866 -4.380 3.603
H -0.386 -2.899 -1.435
H -1.946 -1.876 3.358
H -0.684 -0.776 2.751
H -0.259 -2.189 3.744
N -4.974 3.018 -3.219
C -4.370 1.753 -2.715
C -3.041 1.974 -1.951
N -2.489 0.729 -1.419
H -5.824 2.816 -3.768
H -4.325 3.531 -3.831
H -5.251 3.643 -2.448
H -4.194 1.099 -3.572
H -5.098 1.266 -2.062
H -3.194 2.656 -1.109
H -2.296 2.415 -2.622
H -2.428 0.038 -2.169
H -3.129 0.352 -0.721
C 0.276 -1.291 -6.815
C 1.479 -1.418 -6.136
C 1.633 -0.857 -4.881
C 0.586 -0.135 -4.311
C -0.619 -0.011 -4.999
C -0.773 -0.577 -6.249
Ge 0.865 0.849 -2.617
C 2.810 0.737 -2.190
C 3.700 1.749 -2.529
C 5.058 1.586 -2.306
C 5.528 0.414 -1.726
C 4.644 -0.597 -1.368
C 3.289 -0.430 -1.591
C 0.485 2.793 -2.812
C 0.394 3.535 -1.637
C 0.252 4.911 -1.674
C 0.211 5.567 -2.897
C 0.298 4.839 -4.073
C 0.428 3.459 -4.034
H 0.146 -1.767 -7.775
H 2.300 -1.958 -6.583
H 2.575 -0.956 -4.360
H -1.430 0.553 -4.549
H -1.705 -0.474 -6.783
H 3.334 2.652 -3.000
H 5.746 2.363 -2.608
H 6.587 0.282 -1.561
H 5.012 -1.513 -0.929
H 2.591 -1.233 -1.338
H 0.446 3.008 -0.673
H 0.181 5.481 -0.759
H 0.110 6.641 -2.933
H 0.274 5.348 -5.024
H 0.507 2.897 -4.956
*
```

Calculated values
orbital gap (spin up / spin down)	6.902 / 4.193	eV
LUMO level (spin up / spin down)	-0.365 / -0.465	hartree
relative energy (zero: lowest compared OMol25 entry of this formula, charge and spin)	180.7	kJ/mol

---

no.,calculated total energy (a.u.)
1,-4146.10036
2,-2274.54722
3,-5303.14130
4,-11679.57625
5,-6904.34170